No. 1
This record from the OMol25 dataset describes a single C4H5NO molecule in a non-equilibrium geometry. The level of theory is ωB97M-V/def2-TZVPD.

Summary:
energy: -285.344155 Eh
max |F|: 0.0261 hartree/bohr
spin multiplicity: 1
relative energy (zero: lowest compared OMol25 entry of this formula, charge and spin): 1.917 eV
frontier orbital gap: 10.343 eV
LUMO: -0.1 eV
HOMO energy: -10.5 eV
SMILES string: C=C(C#N)CO
M: 83.1 g mol⁻¹

Last column: Löwdin charge in e.
CARTESIAN COORDINATES (ANGSTROEM)
C (-1.38096, 0.09342, 0.20722)  0.070
C (-0.09502, 0.47501, 0.23540)  -0.288
C (0.35640, 1.66976, -0.42490)  -0.176
N (0.71948, 2.66873, -0.88434)  0.167
C (0.92930, -0.62186, 0.44852)  -0.214
O (0.80385, -1.26467, -0.81188)  -0.062
H (-2.12260, 0.54781, -0.44207)  0.088
H (-1.66491, -0.80204, 0.75753)  0.088
H (1.96400, -0.29314, 0.59681)  0.128
H (0.65441, -1.29823, 1.26966)  0.120
H (-0.16395, -1.17479, -0.95194)  0.079

No. 2
This record from the OMol25 dataset describes a single C9H13NOS molecule in a non-equilibrium geometry. The level of theory is ωB97M-V/def2-TZVPD.

Summary:
energy: -878.887060 Eh
max |F|: 0.0332 hartree/bohr
spin multiplicity: 1
relative energy (zero: lowest compared OMol25 entry of this formula, charge and spin): 0.643 eV
frontier orbital gap: 9.680 eV
LUMO: 0.8 eV
HOMO energy: -8.9 eV
M: 183.3 g mol⁻¹

Last column: Löwdin charge in e.
CARTESIAN COORDINATES (ANGSTROEM)
C (1.81751, -2.24309, -2.72295)  -0.085
C (0.59074, -1.60482, -2.82496)  -0.081
C (2.67108, -1.95582, -1.67062)  -0.075
C (0.21832, -0.65966, -1.88346)  -0.087
C (2.29384, -1.02385, -0.71976)  -0.081
C (1.06924, -0.38801, -0.82761)  -0.363
C (-1.91354, 2.43287, 2.30825)  -0.081
C (-1.08825, -0.43242, 1.56375)  -0.121
C (-1.72849, 1.86034, 0.88350)  -0.300
N (-0.87109, 0.69949, 0.69795)  -0.403
O (1.62686, 0.70705, 1.45285)  -0.487
S (0.77833, 1.00852, 0.30252)  0.969
H (2.10887, -2.96604, -3.47036)  0.102
H (-0.06954, -1.83462, -3.64746)  0.103
H (3.63392, -2.44160, -1.59614)  0.106
H (-0.72340, -0.13801, -1.95683)  0.106
H (2.93430, -0.77416, 0.11152)  0.102
H (-0.94684, 2.65063, 2.75849)  0.074
H (-2.44356, 1.72481, 2.94014)  0.064
H (-0.63990, -0.29296, 2.55391)  0.085
H (-2.16097, -0.59980, 1.67316)  0.092
H (-0.64035, -1.31379, 1.10311)  0.083
H (-2.71671, 1.59157, 0.48949)  0.112
H (-2.48894, 3.35241, 2.24018)  0.070
H (-1.31142, 2.64096, 0.24133)  0.096

No. 3
This record from the OMol25 dataset describes 2 unconnected molecules or ions with the total composition C18H27N3O4S in a non-equilibrium geometry. The level of theory is ωB97M-V/def2-TZVPD.

Summary:
energy: -1565.202449 Eh
max |F|: 0.0674 hartree/bohr
spin multiplicity: 1
relative energy (zero: lowest compared OMol25 entry of this formula, charge and spin): 10.106 eV
frontier orbital gap: 1.950 eV
LUMO: -2.3 eV
HOMO energy: -4.3 eV
M: 381.5 g mol⁻¹

Last column: Löwdin charge in e.
CARTESIAN COORDINATES (ANGSTROEM)
O (6.59603, -0.77534, 0.88770)  0.126
C (6.81077, 0.25731, 0.30983)  -0.457
O (7.98547, 0.98947, 0.40528)  0.094
C (5.65480, 0.83629, -0.60077)  -0.036
C (5.52614, 0.49790, -2.06179)  0.011
C (4.42805, 1.10368, -2.82808)  -0.058
N (3.51811, 1.98303, -2.22605)  0.056
C (3.55866, 2.35992, -0.84773)  -0.112
C (2.47227, 3.37445, -0.37703)  -0.088
C (1.61145, 2.90279, 0.86321)  -0.240
O (0.31286, 2.40954, 0.52986)  -0.081
C (4.61917, 1.78721, -0.03100)  -0.142
N (4.72907, 2.10972, 1.38569)  0.078
C (4.35760, 1.15017, 2.10062)  -0.660
S (3.34793, 0.10210, 2.80781)  0.777
H (7.71197, 1.90456, 0.17829)  0.123
H (6.26628, -0.20398, -2.53203)  0.120
H (4.33206, 0.83344, -3.90643)  0.120
H (2.78504, 2.36871, -2.82502)  0.149
H (2.92978, 4.39447, -0.20887)  0.129
H (1.73963, 3.52140, -1.23457)  0.121
H (1.44938, 3.82216, 1.51160)  0.129
H (2.10576, 2.14122, 1.52269)  0.056
H (0.21296, 2.24064, -0.42239)  0.082
C (-4.04068, -1.95719, -1.92260)  -0.032
C (-4.06859, -1.02268, -0.69686)  -0.497
C (-4.92214, -1.65963, 0.41799)  -0.152
C (-4.29687, -2.87158, 1.10596)  -0.182
C (-2.76762, -2.85511, 1.09622)  -0.150
C (-2.13642, -1.45813, 0.92919)  -0.510
N (-2.65702, -0.86243, -0.30381)  -0.146
O (-2.14876, 0.34683, -0.55661)  -0.129
C (-0.62230, -1.68443, 0.76924)  -0.042
C (-2.36440, -0.62730, 2.20246)  -0.018
C (-4.80488, 0.26009, -1.11456)  -0.049
H (-3.47190, -1.51115, -2.74156)  0.085
H (-5.05168, -2.15633, -2.29443)  0.081
H (-3.58143, -2.92092, -1.69163)  0.073
H (-5.13596, -0.90582, 1.18208)  0.104
H (-5.90212, -1.94739, 0.02177)  0.117
H (-4.66127, -2.91674, 2.13679)  0.107
H (-4.64524, -3.79175, 0.62800)  0.105
H (-2.39892, -3.33477, 2.00785)  0.116
H (-2.42702, -3.49771, 0.27707)  0.108
H (-0.40334, -2.23134, -0.15196)  0.084
H (-0.22678, -2.27209, 1.60350)  0.081
H (-0.06857, -0.74260, 0.74327)  0.067
H (-1.93849, -1.13911, 3.07141)  0.084
H (-3.42133, -0.45579, 2.41697)  0.074
H (-1.87875, 0.34905, 2.13784)  0.079
H (-5.82394, 0.02691, -1.43716)  0.083
H (-4.31676, 0.76047, -1.95231)  0.076
H (-4.87804, 0.96777, -0.28497)  0.083

No. 4
This record from the OMol25 dataset describes 5 unconnected molecules or ions with the total composition C18H39N3O8P2 in a non-equilibrium geometry. The level of theory is ωB97M-V/def2-TZVPD.

Summary:
energy: -2158.313685 Eh
max |F|: 0.0736 hartree/bohr
spin multiplicity: 1
relative energy (zero: lowest compared OMol25 entry of this formula, charge and spin): 0.577 eV
frontier orbital gap: 11.106 eV
LUMO: 0.6 eV
HOMO energy: -10.5 eV
SMILES string: CCOP(=O)(OCC)OCC.CCOP(=O)(OCC)OCC.CC#N.CC#N.CC#N
M: 487.5 g mol⁻¹

Last column: Löwdin charge in e.
CARTESIAN COORDINATES (ANGSTROEM)
C (3.89677, 6.36311, -1.04990)  -0.097
C (3.28806, 5.24213, -1.76910)  -0.300
O (1.86701, 5.08377, -1.56467)  -0.176
P (1.32907, 4.04586, -0.42140)  0.313
O (2.17830, 2.85915, -0.28539)  -0.229
O (-0.13824, 3.87593, -0.89711)  -0.182
C (-0.59475, 2.74004, -1.76110)  -0.175
C (0.33867, 2.62337, -2.95293)  -0.085
O (1.21926, 4.85180, 0.84939)  -0.150
C (0.61315, 4.36703, 1.99852)  -0.272
C (-0.89817, 4.63686, 2.06450)  -0.057
H (3.94050, 6.21370, 0.02086)  0.073
H (4.92747, 6.53295, -1.34363)  0.079
H (3.30286, 7.28767, -1.25882)  0.101
H (3.43996, 5.46870, -2.84095)  0.124
H (3.76987, 4.27717, -1.54559)  0.114
H (-0.59036, 1.84009, -1.09759)  0.103
H (-1.61261, 2.95959, -2.12988)  0.128
H (1.40525, 2.46877, -2.71329)  0.081
H (-0.12157, 1.97737, -3.67104)  0.067
H (0.26889, 3.56110, -3.46573)  0.070
H (0.77707, 3.27213, 2.05152)  0.114
H (1.20103, 4.84841, 2.79387)  0.127
H (-1.34042, 4.16348, 1.21569)  0.047
H (-1.34925, 4.19495, 3.00509)  0.101
H (-1.08522, 5.70526, 1.98710)  0.076
C (2.39502, -2.87751, -2.73454)  -0.052
C (1.56110, -3.83945, -1.92105)  -0.293
O (0.55915, -3.19664, -1.15993)  -0.215
P (-0.33805, -3.97594, -0.10233)  0.358
O (-0.01733, -5.42497, -0.08987)  -0.232
O (-0.03478, -3.28810, 1.27968)  -0.204
C (0.90995, -3.80539, 2.16962)  -0.298
C (1.03820, -2.95193, 3.42424)  -0.066
O (-1.79712, -3.53734, -0.38971)  -0.189
C (-2.73143, -2.96285, 0.56529)  -0.229
C (-4.13216, -3.55233, 0.25534)  -0.066
H (3.08209, -3.46042, -3.27574)  0.068
H (1.74224, -2.26561, -3.34326)  0.071
H (2.84683, -2.14086, -2.09479)  0.072
H (1.11996, -4.58609, -2.63420)  0.124
H (2.04268, -4.53045, -1.16949)  0.129
H (0.52691, -4.82324, 2.47058)  0.135
H (1.89481, -3.93953, 1.69133)  0.125
H (0.09868, -2.88487, 3.99484)  0.078
H (1.85988, -3.41358, 3.99822)  0.085
H (1.29695, -1.92817, 3.09935)  0.069
H (-2.35255, -3.13489, 1.61630)  0.117
H (-2.69993, -1.90716, 0.43086)  0.096
H (-4.84713, -3.05948, 0.90347)  0.041
H (-4.35189, -3.39477, -0.79989)  0.064
H (-4.19587, -4.68435, 0.40505)  0.102
C (-2.95698, -0.47878, 4.79976)  -0.060
C (-3.72712, -1.33932, 3.93195)  -0.269
N (-4.44160, -1.97170, 3.27476)  0.149
H (-2.33376, 0.09669, 4.15236)  0.041
H (-2.40322, -1.04748, 5.49971)  0.069
H (-3.73359, 0.13500, 5.28586)  0.099
C (-1.46733, -3.10846, -3.72462)  -0.055
C (-1.86002, -1.85908, -3.12545)  -0.294
N (-2.05734, -0.83254, -2.66926)  0.151
H (-0.43593, -2.98652, -3.98083)  0.058
H (-2.03736, -3.26695, -4.65947)  0.100
H (-1.58163, -3.91357, -2.96661)  0.092
C (0.89424, -0.32221, 0.02914)  -0.056
C (-0.02880, 0.02892, 1.13554)  -0.251
N (-0.64909, 0.33050, 2.06416)  0.145
H (1.47039, -1.19776, 0.29224)  0.062
H (1.50318, 0.53474, -0.30651)  0.069
H (0.33715, -0.69595, -0.84053)  0.063